Molecular formula: C7H30F3O12S
Method: DFT, the ωB97M-V functional and the def2-TZVPD basis

Last column: natural (NBO) charge in e.
Positions of all 53 atoms, in Å:
C1 0.153 0.527 -0.557  0.714
F1 1.350 0.067 -0.198  -0.323
F2 0.293 1.854 -0.763  -0.329
F3 -0.210 -0.059 -1.681  -0.311
S1 -1.149 0.371 0.786  2.336
O1 -2.134 1.408 0.517  -0.998
O2 -1.647 -0.998 0.642  -1.023
O3 -0.414 0.606 2.021  -1.015
O4 -2.960 -2.037 -1.789  -0.974
H1 -2.311 -1.770 -1.118  0.502
H2 -3.682 -1.405 -1.690  0.474
O5 -2.861 0.146 -3.733  -0.956
H3 -3.657 -0.322 -4.001  0.459
H4 -2.448 -0.440 -3.079  0.488
O6 -4.313 2.962 1.539  -0.978
H5 -3.947 3.835 1.704  0.463
H6 -3.566 2.444 1.171  0.505
O7 -1.106 -2.340 3.134  -0.972
H7 -1.460 -2.082 2.263  0.492
H8 -0.562 -1.586 3.389  0.471
O8 1.340 2.291 3.431  -0.976
H9 0.920 3.153 3.510  0.458
H10 0.702 1.750 2.916  0.506
O9 -4.596 -0.083 2.215  -0.953
H11 -3.679 0.114 1.976  0.472
H12 -4.966 0.784 2.426  0.476
O10 4.550 -1.074 -0.017  -0.941
H13 5.076 -0.422 0.458  0.465
H14 3.637 -0.868 0.218  0.477
C2 -0.106 -3.513 -2.606  -0.629
C3 0.541 -4.519 -1.654  0.089
C4 -0.429 -5.282 -0.766  -0.637
O11 1.288 -5.451 -2.472  -0.730
H15 -0.379 -2.600 -2.080  0.217
H16 -1.024 -3.926 -3.039  0.200
H17 0.549 -3.328 -3.453  0.216
H18 1.242 -3.993 -1.007  0.179
H19 -1.330 -4.676 -0.597  0.221
H20 -0.067 -5.535 0.225  0.222
H21 -0.863 -6.125 -1.311  0.197
H22 0.664 -5.899 -3.048  0.452
C5 3.111 2.951 -0.036  -0.636
C6 2.301 4.115 0.532  0.095
C7 3.079 4.801 1.640  -0.624
O12 1.991 5.047 -0.496  -0.737
H23 2.728 2.645 -1.017  0.203
H24 3.146 2.055 0.581  0.222
H25 4.147 3.180 -0.323  0.197
H26 1.364 3.688 0.894  0.169
H27 3.937 5.315 1.205  0.204
H28 3.333 4.024 2.358  0.227
H29 2.491 5.580 2.131  0.204
H30 1.934 4.622 -1.353  0.470

Results
Frontier orbital gap: 10.7 eV
Max |F|: 1.67 eV/Å
Relative energy (zero: lowest compared OMol25 entry of this formula, charge and spin): 5.3 kcal/mol
Net charge: -1
Lowest unoccupied orbital energy: 2.63 eV


Molecular formula: C7H30O10
Method: DFT, the ωB97M-V functional and the def2-TZVPD basis

Last column: natural (NBO) charge in e.
Positions of all 47 atoms, in Å:
C1 2.647 -0.107 0.931  -0.333
C2 1.315 -0.181 0.667  -0.216
C3 0.524 -1.338 0.190  -0.030
C4 0.314 -1.923 -1.005  -0.402
C5 -0.138 -2.054 1.484  0.028
C6 -1.405 -1.779 1.588  -0.447
C7 0.752 -3.056 2.290  -0.667
H1 2.971 0.675 1.507  0.175
H2 3.472 -0.641 0.550  0.207
H3 0.696 0.521 1.040  0.174
H4 0.576 -1.472 -1.992  0.194
H5 0.027 -2.912 -1.276  0.189
H6 -1.960 -1.398 0.645  0.229
H7 -2.028 -2.237 2.304  0.188
H8 0.684 -3.008 3.395  0.237
H9 1.821 -2.841 2.150  0.224
H10 0.711 -4.054 1.801  0.227
O1 -1.578 2.105 2.013  -1.003
H11 -0.505 2.248 1.956  0.523
H12 -2.022 2.616 2.629  0.493
O2 1.153 2.965 1.726  -0.944
H13 1.758 2.288 1.442  0.497
H14 1.117 3.509 0.974  0.493
O3 -2.160 1.836 -0.457  -1.026
H15 -1.950 1.797 0.532  0.507
H16 -3.079 2.102 -0.607  0.471
O4 -1.235 0.064 -2.972  -0.978
H17 -1.706 0.391 -2.130  0.517
H18 -1.474 -0.720 -3.243  0.481
O5 2.976 2.653 -0.538  -1.007
H19 2.180 2.465 -1.115  0.488
H20 3.575 3.152 -1.140  0.477
O6 1.026 3.138 -2.163  -0.958
H21 1.129 2.240 -2.484  0.501
H22 0.354 3.287 -1.661  0.461
O7 1.337 0.657 -3.044  -0.986
H23 1.096 0.537 -4.011  0.483
H24 0.514 0.228 -2.638  0.509
O8 -1.318 -2.498 -3.557  -0.949
H25 -0.509 -3.005 -3.686  0.476
H26 -1.723 -2.989 -2.791  0.490
O9 -3.538 -2.284 -0.722  -0.921
H27 -3.444 -2.762 0.028  0.460
H28 -4.312 -1.741 -0.435  0.471
O10 0.343 0.976 4.262  -0.934
H29 1.134 1.465 4.139  0.465
H30 -0.121 1.082 3.424  0.468

Results
SMILES string: C=CC(=C)C(=C)C.O.O.O.O.O.O.O.O.O.O
Frontier orbital gap: 9.6 eV
Max |F|: 9.29 eV/Å
Relative energy (zero: lowest compared OMol25 entry of this formula, charge and spin): 131.0 kcal/mol
Net charge: 0
Lowest unoccupied orbital energy: 0.25 eV


Molecular formula: C7H31NO8
Method: DFT, the ωB97M-V functional and the def2-TZVPD basis

Last column: natural (NBO) charge in e.
Positions of all 47 atoms, in Å:
C1 -2.148 3.128 1.028  -0.330
C2 -0.977 2.472 0.982  -0.218
C3 -0.224 2.286 -0.307  -0.457
C4 0.129 0.832 -0.722  -0.211
N1 -0.818 -0.061 0.028  -0.664
C5 -1.561 -0.959 -0.862  -0.232
C6 -0.660 -1.973 -1.542  -0.412
C7 -0.635 -3.276 -0.543  -0.646
H1 -2.680 3.500 0.117  0.196
H2 -2.400 3.572 1.980  0.196
H3 -0.365 2.151 1.818  0.179
H4 0.615 2.921 -0.427  0.220
H5 -0.859 2.741 -1.120  0.199
H6 -0.018 0.595 -1.795  0.201
H7 1.167 0.509 -0.457  0.154
H8 -0.185 -0.571 0.645  0.361
H9 -2.319 -1.503 -0.271  0.191
H10 -2.058 -0.318 -1.647  0.197
H11 -0.940 -2.371 -2.505  0.213
H12 0.339 -1.554 -1.526  0.178
H13 -1.090 -4.079 -1.224  0.209
H14 0.320 -3.466 -0.089  0.229
H15 -1.317 -3.197 0.308  0.208
O1 -2.042 0.673 4.006  -0.949
H16 -2.818 1.197 3.692  0.482
H17 -1.356 1.064 3.459  0.468
O2 3.629 -1.365 1.607  -0.984
H18 3.186 -1.926 0.932  0.491
H19 4.217 -1.948 2.083  0.461
O3 2.091 -2.698 -0.107  -0.976
H20 2.273 -3.587 -0.421  0.494
H21 1.676 -2.087 -0.708  0.513
O4 -2.754 -2.396 2.303  -0.954
H22 -2.219 -1.886 1.697  0.463
H23 -2.734 -1.971 3.188  0.494
O5 -3.301 1.222 1.208  -0.940
H24 -4.136 1.273 0.731  0.468
H25 -2.862 0.447 0.816  0.494
O6 1.936 2.945 -3.494  -0.958
H26 2.494 2.249 -3.153  0.483
H27 1.628 3.441 -2.737  0.471
O7 3.016 1.956 -1.224  -0.958
H28 3.967 1.854 -1.325  0.481
H29 2.726 1.212 -0.674  0.482
O8 2.614 -1.533 -2.355  -0.970
H30 3.385 -2.105 -2.392  0.489
H31 2.287 -1.305 -3.261  0.494

Results
SMILES string: C=CCCNCCC.O.O.O.O.O.O.O.O
Frontier orbital gap: 8.2 eV
Max |F|: 3.61 eV/Å
Relative energy (zero: lowest compared OMol25 entry of this formula, charge and spin): 113.9 kcal/mol
Net charge: 0
Lowest unoccupied orbital energy: -0.10 eV


Molecular formula: C7H31NO8
Method: DFT, the ωB97M-V functional and the def2-TZVPD basis

Last column: natural (NBO) charge in e.
Positions of all 47 atoms, in Å:
C1 -0.512 1.331 2.783  -0.633
C2 -0.176 -0.045 2.231  -0.062
C3 0.101 0.010 0.733  -0.405
C4 -1.197 0.147 -0.098  -0.485
C5 -0.467 -0.476 -2.383  -0.450
C6 -1.236 -0.722 -1.329  0.071
C7 -2.234 -1.848 -1.316  -0.644
N1 1.002 -0.633 2.941  -0.871
H1 0.286 2.065 2.577  0.205
H2 -1.390 1.732 2.265  0.223
H3 -0.692 1.310 3.860  0.202
H4 -1.000 -0.756 2.401  0.194
H5 0.766 0.857 0.513  0.201
H6 0.633 -0.885 0.437  0.214
H7 -1.331 1.188 -0.405  0.214
H8 -2.064 -0.066 0.524  0.178
H9 -0.470 -1.064 -3.297  0.182
H10 0.238 0.343 -2.416  0.194
H11 -3.245 -1.418 -1.339  0.215
H12 -2.144 -2.436 -0.409  0.205
H13 -2.105 -2.487 -2.178  0.206
H14 1.807 -0.026 2.832  0.356
H15 0.788 -0.716 3.926  0.360
H16 -3.291 -0.556 1.859  0.466
H17 -2.642 0.180 0.694  0.542
O1 -2.660 -0.681 1.143  -0.890
H18 2.140 3.717 -1.551  0.476
H19 2.237 2.268 -1.938  0.518
O2 1.610 3.028 -1.969  -0.992
H20 -3.570 2.518 -0.223  0.475
H21 -2.067 2.432 -0.618  0.518
O3 -2.746 2.073 -0.015  -1.004
H22 3.588 0.317 -1.347  0.521
H23 3.926 1.001 -2.755  0.480
O4 3.574 1.157 -1.875  -1.006
H24 1.517 -3.257 0.082  0.514
H25 1.496 -3.143 -1.457  0.481
O5 2.106 -3.254 -0.719  -0.985
H26 -1.256 3.278 -2.745  0.478
H27 -0.056 3.163 -1.758  0.517
O6 -1.035 3.278 -1.810  -0.998
H28 -0.489 -2.949 1.422  0.481
H29 0.851 -2.574 2.114  0.510
O7 0.429 -3.221 1.518  -0.978
H30 3.873 -1.056 0.395  0.477
H31 3.268 -1.955 -0.743  0.520
O8 3.840 -1.166 -0.559  -0.991

Results
Frontier orbital gap: 9.2 eV
Max |F|: 18.05 eV/Å
Relative energy (zero: lowest compared OMol25 entry of this formula, charge and spin): 198.2 kcal/mol
Net charge: 0
Lowest unoccupied orbital energy: 0.46 eV


Molecular formula: C7H32O11
Method: DFT, the ωB97M-V functional and the def2-TZVPD basis

Last column: natural (NBO) charge in e.
Positions of all 50 atoms, in Å:
C1 -0.579 -3.275 2.358  -0.414
C2 0.352 -2.493 2.920  -0.230
C3 1.681 -2.145 2.324  -0.229
C4 1.950 -2.036 1.010  -0.162
C5 2.932 -1.039 0.510  -0.487
C6 2.221 0.322 0.381  -0.172
C7 2.784 1.379 0.878  -0.398
H1 -0.326 -3.928 1.490  0.228
H2 -1.654 -3.381 2.694  0.190
H3 0.053 -1.900 3.809  0.208
H4 2.476 -1.799 3.043  0.195
H5 1.310 -2.621 0.321  0.235
H6 3.497 -1.187 -0.401  0.202
H7 3.710 -1.044 1.252  0.221
H8 1.227 0.266 -0.075  0.220
H9 2.321 2.412 0.819  0.178
H10 3.765 1.458 1.325  0.198
O1 -3.519 -0.297 2.196  -0.961
H11 -3.836 0.112 3.004  0.477
H12 -2.667 0.035 2.107  0.476
O2 -0.755 -3.123 -0.460  -1.013
H13 -0.985 -3.331 -1.360  0.454
H14 -1.721 -2.900 -0.082  0.499
O3 -1.174 0.585 1.217  -0.993
H15 -0.713 0.905 0.427  0.525
H16 -1.252 -0.370 1.208  0.466
O4 -1.633 -0.484 -3.353  -0.988
H17 -1.489 -0.504 -4.350  0.513
H18 -1.630 -1.410 -2.914  0.501
O5 -1.743 3.622 -2.204  -0.959
H19 -1.261 4.337 -1.645  0.522
H20 -1.245 3.541 -3.036  0.486
O6 -0.871 1.185 -1.416  -1.060
H21 -1.172 2.211 -1.592  0.510
H22 -1.160 0.830 -2.254  0.488
O7 0.226 4.605 -0.646  -0.986
H23 -0.042 4.670 0.343  0.507
H24 1.191 4.274 -0.401  0.489
O8 2.050 -1.225 -2.637  -0.941
H25 2.614 -0.924 -1.919  0.470
H26 1.235 -1.450 -2.164  0.473
O9 -0.267 3.655 2.160  -0.970
H27 -0.297 2.747 1.896  0.494
H28 0.254 3.734 2.986  0.485
O10 0.863 0.812 -4.054  -1.003
H29 1.794 0.397 -4.156  0.502
H30 0.297 0.398 -3.359  0.491
O11 -3.069 -2.130 0.228  -0.928
H31 -2.655 -1.182 0.316  0.490
H32 -3.085 -2.316 1.257  0.504

Results
SMILES string: C=C/C=C/CC=C.O.O.O.O.O.O.O.O.O.O.O
Frontier orbital gap: 8.8 eV
Max |F|: 4.92 eV/Å
Relative energy (zero: lowest compared OMol25 entry of this formula, charge and spin): 117.6 kcal/mol
Net charge: 0
Lowest unoccupied orbital energy: 0.16 eV